1.
C5H7Br2N | the ωB97M-V functional and the def2-TZVPD basis

XYZ file:
```
15
Properties=species:S:1:pos:R:3:forces:R:3:nbo_charge:R:1
C 0.0611 -2.9026 0.1050 -0.76 2.90 0.83 -0.050
C 0.1543 -0.3768 -1.9169 0.18 2.41 -2.02 -0.675
C -0.2735 0.0477 1.9198 -1.37 -1.70 1.05 -0.792
C 0.4040 0.2395 -0.5759 0.65 -2.96 0.60 -0.277
C -0.5865 -0.2106 0.5070 0.74 -0.87 -1.17 0.237
N 0.5130 -3.8612 -0.3332 0.54 -1.38 -0.58 -0.561
Br 2.4066 -0.0339 0.1460 -2.11 0.10 -0.84 -0.013
Br -2.3729 -0.4607 -0.0083 0.79 0.24 0.19 0.265
H -0.6936 0.0418 -2.5053 0.28 0.42 0.93 0.233
H 0.9476 -0.3326 -2.6521 0.78 0.77 0.32 0.253
H -0.0286 -1.3619 -1.9687 -0.76 -3.80 0.97 0.259
H -0.0017 -1.0037 2.4122 0.16 2.48 -1.04 0.344
H 0.4572 0.8709 1.8899 0.08 -0.71 0.78 0.267
H -1.2307 0.3133 2.4512 1.01 0.01 -0.47 0.256
H 0.4361 1.2690 -0.7169 -0.22 2.07 0.45 0.253
```
Forces are in eV/Å.

DFT total energy in Ha: -5397.31570
Largest force on an atom in eV Å⁻¹: 4.0
Gap between HOMO and LUMO in hartree: 0.249
ΔE to the lowest compared entry with this formula, charge and spin in eV: 3.870
Highest occupied orbital energy in eV: -9.39
LUMO level in hartree: -0.096

2.
C5H7Br2NO3S | the ωB97M-V functional and the def2-TZVPD basis

XYZ file:
```
19
Properties=species:S:1:pos:R:3:forces:R:3:nbo_charge:R:1
C -1.0527 1.8723 -0.5385 -2.03 -1.73 0.07 0.632
C 1.1521 0.8049 0.1727 1.68 0.97 1.11 -0.235
C 0.7650 -0.6475 -0.0908 -2.09 0.75 -1.63 -0.442
C -1.7951 0.4563 -0.5552 1.05 -0.83 0.91 -0.536
C 1.6251 -1.7911 0.3655 -1.80 -1.16 0.22 -0.647
N 0.2505 1.8612 -0.3597 2.74 -0.32 0.31 -0.609
O -1.7308 2.8352 -0.7102 -0.47 1.28 -0.42 -0.561
O -1.6127 -2.0573 0.4157 0.04 -1.41 -0.72 -0.909
O -0.9953 -0.2475 1.9340 0.29 -0.03 -0.91 -0.938
S -0.9697 -0.8109 0.5933 0.70 2.48 1.45 2.114
Br -3.5470 0.5295 0.1798 -0.24 0.41 -0.17 0.175
Br -1.7941 -0.3888 -2.3057 -0.14 0.54 -0.09 0.113
H 1.3521 0.9821 1.3402 -0.53 -0.46 -2.51 0.231
H 2.1224 1.0191 -0.3866 -0.99 -0.55 0.93 0.223
H 0.3985 -0.7719 -1.1510 1.22 0.18 0.65 0.245
H 1.6578 -1.7517 1.4325 0.90 0.26 0.89 0.229
H 2.5906 -2.0615 -0.1095 -0.85 0.56 0.12 0.246
H 0.8416 -2.5879 0.2787 1.31 -0.32 -0.43 0.247
H 0.7418 2.7554 -0.5054 -0.79 -0.63 0.22 0.422
```
Forces are in eV/Å.

DFT total energy in Ha: -6021.36618
Largest force on an atom in eV Å⁻¹: 3.0
Gap between HOMO and LUMO in hartree: 0.380
ΔE to the lowest compared entry with this formula, charge and spin in eV: 0.000
Highest occupied orbital energy in eV: -10.20
LUMO level in hartree: 0.006

3.
C5H7Br4NO2 | the ωB97M-V functional and the def2-TZVPD basis

XYZ file:
```
19
Properties=species:S:1:pos:R:3:forces:R:3:lowdin_spin:R:1
C -0.1156 0.3858 2.2626 -4.25 1.00 -1.07 0.025
C -1.6404 -0.3707 0.3059 -0.04 -5.02 -1.36 -0.002
C 1.2398 -0.9765 -2.2231 -1.12 -3.50 1.94 0.660
C -0.2418 -0.2180 0.8261 0.46 0.06 0.71 0.034
C 0.6061 0.5887 -0.1047 2.16 -0.52 3.05 0.499
N 0.1552 1.3382 -1.1445 0.92 2.63 -0.57 0.069
O -1.0075 1.2297 -1.4899 -0.67 -0.13 -0.68 0.094
O 0.9581 2.1603 -1.6067 -1.07 -0.15 -0.03 0.157
Br -2.5923 -1.8128 1.5227 -0.12 1.49 -0.92 -0.002
Br 2.1540 0.1222 -3.1718 2.21 1.99 -2.69 0.250
Br 0.4783 -2.0341 1.0563 1.03 -0.22 -0.58 0.068
Br 2.3843 1.0233 0.5182 -1.31 -0.58 -0.66 0.092
H -0.2431 1.4772 2.0951 -0.14 -0.38 0.44 0.000
H -1.0536 0.0130 2.8843 2.50 0.54 -0.97 0.003
H 0.8599 0.2663 2.5994 1.29 -0.67 1.15 0.001
H -2.2518 0.4568 0.3189 -1.24 1.69 0.15 -0.001
H -1.6475 -0.9245 -0.7470 -0.14 1.38 2.53 -0.001
H 1.7982 -1.7434 -1.6706 -0.53 0.40 -0.29 0.024
H 0.1598 -0.9816 -2.2311 0.07 -0.01 -0.14 0.031
```
Forces are in eV/Å.

2S+1: 3
DFT total energy in Ha: -10695.72077
Largest force on an atom in eV Å⁻¹: 5.2
Gap between HOMO and LUMO (spin up / spin down) in hartree: 0.272 / 0.243
Highest occupied orbital energy (spin up / spin down) in eV: -7.79 / -9.77
LUMO level (spin up / spin down) in hartree: -0.014 / -0.116

4.
C5H7BrF4 | the ωB97M-V functional and the def2-TZVPD basis

XYZ file:
```
17
Properties=species:S:1:pos:R:3:forces:R:3:nbo_charge:R:1
C 0.7697 2.0072 1.7608 2.60 -0.42 -3.52 -0.615
C 0.1391 1.4955 0.4653 -1.03 -1.64 0.59 -0.495
C -0.2024 -0.9752 -1.4959 0.08 0.66 4.68 -0.419
C -0.7914 -2.3557 -1.1889 -1.40 2.31 -0.75 0.527
C 0.1308 -0.0722 0.4964 0.03 -1.60 -4.57 0.804
F -0.1252 -3.2069 -0.4369 1.34 -0.09 1.08 -0.316
F -0.9963 -2.9992 -2.3496 -0.36 -0.52 -1.18 -0.343
F 1.2760 -0.7320 0.8504 -0.79 1.35 0.04 -0.343
F -0.8749 -0.6759 1.0958 -0.48 0.48 1.19 -0.334
Br -1.2959 0.1892 -2.4512 -0.44 0.09 -0.39 0.074
H 1.8635 1.8231 1.6342 -0.70 -0.90 0.98 0.219
H 0.3447 1.8375 2.6708 -1.06 -0.99 2.30 0.221
H 0.8733 3.0158 1.6082 -0.51 2.98 0.01 0.218
H -0.8957 1.8994 0.2454 1.01 -0.86 0.48 0.244
H 0.7486 1.8328 -0.3671 0.15 -0.27 -0.13 0.237
H 0.7751 -0.9760 -1.8040 2.23 0.01 -1.12 0.200
H -1.7390 -2.1075 -0.7336 -0.66 -0.58 0.31 0.119
```
Forces are in eV/Å.

DFT total energy in Ha: -3168.09614
Largest force on an atom in eV Å⁻¹: 4.8
Gap between HOMO and LUMO in hartree: 0.354
ΔE to the lowest compared entry with this formula, charge and spin in eV: 1.716
Highest occupied orbital energy in eV: -8.97
LUMO level in hartree: 0.024

5.
C5H7BrOS | the ωB97M-V functional and the def2-TZVPD basis

XYZ file:
```
15
Properties=species:S:1:pos:R:3:forces:R:3:nbo_charge:R:1
C 0.4919 1.8296 -0.7078 -2.38 -1.82 -0.55 0.391
C 0.2290 -0.5814 0.8758 3.53 0.74 -4.54 -0.508
C 0.8999 0.5799 1.6011 1.13 0.34 1.14 -0.502
C -0.6289 -0.3015 -0.2538 -0.56 4.74 0.74 -0.005
C -0.6498 -1.0285 -1.4560 -3.06 -2.52 -4.91 -0.744
O 0.1827 2.4963 -1.6223 0.40 -0.22 0.12 -0.499
S 1.5271 2.0139 0.6321 -0.09 -0.74 0.79 0.279
Br -2.5731 0.1150 0.1460 1.28 0.04 0.26 -0.044
H 1.0206 -1.2543 0.3107 -1.07 1.05 1.79 0.223
H -0.2373 -1.0167 1.6308 -2.06 -2.82 3.19 0.233
H 0.2735 0.9331 2.4662 0.56 -0.12 -1.02 0.232
H 1.8240 0.1198 2.0050 -0.49 0.51 0.20 0.234
H 0.2253 -1.3779 -2.0201 0.45 0.60 0.81 0.244
H -1.3426 -0.5235 -2.3124 1.69 -0.82 2.08 0.249
H -1.2421 -2.0037 -1.2952 0.67 1.01 -0.12 0.218
```
Forces are in eV/Å.

DFT total energy in Ha: -3242.03852
Largest force on an atom in eV Å⁻¹: 6.3
Gap between HOMO and LUMO in hartree: 0.288
ΔE to the lowest compared entry with this formula, charge and spin in eV: 2.294
Highest occupied orbital energy in eV: -7.78
LUMO level in hartree: 0.002

6.
C5H7BrS | the ωB97M-V functional and the def2-TZVPD basis

XYZ file:
```
14
Properties=species:S:1:pos:R:3:forces:R:3:nbo_charge:R:1
C -0.0285 1.0963 -1.4589 3.24 0.11 2.15 -0.655
C -0.0555 0.0327 -0.3259 -0.26 2.01 0.23 0.131
C -0.8876 -1.1992 -0.5229 -1.79 5.12 -0.70 -0.627
C 0.6241 0.2957 0.8039 0.43 0.30 -0.41 -0.196
Br 1.8182 1.8022 0.9340 -0.27 -0.18 -0.19 0.047
C 0.5649 -0.4686 2.0019 0.00 -0.63 1.98 -0.343
S 1.3387 -0.1879 3.4008 0.31 0.15 0.07 0.047
H 0.8266 0.7247 -2.0783 -0.52 0.84 0.08 0.234
H -0.8609 1.1758 -2.0458 -2.41 -0.47 -1.45 0.217
H 0.1666 2.1815 -1.0876 -0.01 -2.21 -0.47 0.248
H -1.9155 -0.7727 -0.6905 0.69 -0.71 -0.26 0.224
H -0.5091 -1.5755 -1.3874 0.60 -1.87 -2.54 0.227
H -0.9635 -1.8109 0.2644 0.22 -2.48 2.74 0.220
H -0.1185 -1.2940 2.1923 -0.24 0.02 -1.22 0.227
```
Forces are in eV/Å.

DFT total energy in Ha: -3166.84709
Largest force on an atom in eV Å⁻¹: 5.5
Gap between HOMO and LUMO in hartree: 0.283
SMILES: CC(C)=C(Br)C=S
ΔE to the lowest compared entry with this formula, charge and spin in eV: 0.804
Highest occupied orbital energy in eV: -8.34
LUMO level in hartree: -0.023

7.
C5H7BrS | the ωB97M-V functional and the def2-TZVPD basis

XYZ file:
```
14
Properties=species:S:1:pos:R:3:forces:R:3:nbo_charge:R:1
C 0.2435 0.3338 1.0371 -1.13 -1.70 -2.90 -0.234
C -0.0412 -0.3623 -0.0987 1.06 -3.13 0.84 0.111
C 0.5441 -2.3155 -0.3305 -0.42 3.93 1.66 -0.344
C -0.1160 1.7755 1.1702 -1.95 -1.69 0.29 -0.633
C -0.6250 -0.0219 -1.4021 1.16 1.62 -1.20 -0.709
S 0.5748 -3.1220 -1.6709 -0.24 -0.14 -0.68 0.145
Br 1.1921 -2.9591 1.3310 -0.04 -0.07 0.09 0.077
H 0.9185 -0.1582 1.6794 0.40 -0.43 1.21 0.226
H 0.7587 2.2295 1.3964 2.93 2.09 -0.14 0.221
H -0.5954 2.0081 0.2504 -0.05 1.12 -0.54 0.209
H -0.7367 2.1390 1.9907 -0.48 -0.86 0.14 0.226
H -0.8381 1.0592 -1.3218 -0.50 -0.41 -0.41 0.220
H -1.4703 -0.5723 -1.8300 0.15 -0.02 0.64 0.245
H 0.1911 -0.0339 -2.2012 -0.88 -0.31 1.00 0.239
```
Forces are in eV/Å.

DFT total energy in Ha: -3166.79080
Largest force on an atom in eV Å⁻¹: 4.3
Gap between HOMO and LUMO in hartree: 0.309
ΔE to the lowest compared entry with this formula, charge and spin in eV: 2.336
Highest occupied orbital energy in eV: -8.67
LUMO level in hartree: -0.010

8.
C5H7CdFO3 | the ωB97M-V functional and the def2-TZVPD basis

XYZ file:
```
17
Properties=species:S:1:pos:R:3:forces:R:3:lowdin_spin:R:1
C 1.5832 -1.3859 0.3836 0.54 2.33 -2.13 0.106
C 0.6062 -2.4638 0.2928 -0.73 0.03 0.52 0.456
H 2.5062 -1.8508 0.7792 0.27 -0.09 -0.65 0.040
H 1.5151 -0.5853 1.1330 -0.74 -0.32 0.35 0.020
H 0.4059 -3.0531 1.1961 0.19 -0.12 -0.33 0.042
H 0.3514 -2.9132 -0.6749 0.23 0.05 0.29 0.036
O 0.5329 1.4975 -0.4655 0.05 -0.28 -0.22 0.000
C -0.5262 1.4958 0.3815 1.70 3.24 1.26 0.002
C 0.7277 0.4796 -1.4327 -0.27 -0.04 0.10 0.000
O -0.6561 2.4624 1.1082 -0.26 -1.66 -0.98 0.059
O -1.2751 0.4548 0.3657 -1.29 2.11 -0.44 0.081
C 1.7950 -0.5183 -1.0385 0.85 -1.62 1.25 0.000
H 1.0516 0.9873 -2.3508 0.05 -0.20 0.25 0.000
H -0.2060 -0.0459 -1.6694 0.10 0.09 0.00 0.000
F 3.0115 0.1393 -0.9429 -0.58 -0.35 0.23 0.000
H 1.8884 -1.2600 -1.8466 -0.02 0.16 0.09 0.000
Cd -1.5246 -1.3549 0.5733 -0.10 -3.34 0.40 0.158
```
Forces are in eV/Å.

2S+1: 2
DFT total energy in Ha: -687.62514
Largest force on an atom in eV Å⁻¹: 3.9
Charge: +1
Gap between HOMO and LUMO (spin up / spin down) in hartree: 0.255 / 0.188
Highest occupied orbital energy (spin up / spin down) in eV: -13.96 / -13.68
LUMO level (spin up / spin down) in hartree: -0.257 / -0.315

9.
C5H7Cl | the ωB97M-V functional and the def2-TZVPD basis

XYZ file:
```
13
Properties=species:S:1:pos:R:3:forces:R:3:nbo_charge:R:1
Cl 3.0687 -0.1338 -0.0060 -1.43 -0.46 0.22 -0.037
C 1.2710 -0.2261 0.0668 0.87 0.70 -1.49 0.042
C 0.4807 -1.2643 -0.1689 -1.44 0.27 2.07 -0.226
C -1.0250 -0.8598 0.1164 0.88 -0.58 -3.06 -0.414
C -0.9247 0.6246 -0.0995 1.80 0.85 -1.54 -0.404
C 0.5524 1.0889 0.0484 0.02 -0.65 1.08 -0.447
H 0.7927 -2.2649 -0.0719 0.42 -1.13 -0.45 0.215
H -1.8084 -1.3257 -0.5580 1.20 0.41 0.27 0.211
H -1.3734 -1.1566 1.0593 0.04 -0.25 1.73 0.210
H -1.1583 0.9857 -1.0859 -0.52 -0.68 -0.80 0.207
H -1.5106 1.2283 0.4760 -1.81 1.28 2.05 0.209
H 0.7119 1.6068 1.0028 0.12 0.14 -0.25 0.212
H 0.9232 1.6971 -0.7793 -0.15 0.11 0.18 0.221
```
Forces are in eV/Å.

DFT total energy in Ha: -654.86823
Largest force on an atom in eV Å⁻¹: 3.2
Gap between HOMO and LUMO in hartree: 0.382
SMILES: ClC1=CCCC1
ΔE to the lowest compared entry with this formula, charge and spin in eV: 0.606
Highest occupied orbital energy in eV: -9.35
LUMO level in hartree: 0.039

10.
C5H7Cl2FOS | the ωB97M-V functional and the def2-TZVPD basis

XYZ file:
```
17
Properties=species:S:1:pos:R:3:forces:R:3:nbo_charge:R:1
C 2.9922 0.2273 0.8713 -0.41 -0.06 -0.58 0.154
C 4.0846 -0.4795 0.5592 -0.76 0.25 0.50 -0.202
C -0.7957 0.6489 -1.0996 -0.01 0.38 -0.16 -0.644
C -0.3055 0.5991 1.3364 0.90 -2.40 2.86 -0.651
C 0.1666 0.1950 -0.0397 2.18 -1.58 -0.03 -0.360
O 1.7913 2.3856 -0.3326 -0.14 0.16 -0.13 -0.940
F 2.7753 0.5218 2.1782 -0.06 0.27 -1.20 -0.313
S 1.8644 0.9389 -0.5885 -0.21 -0.85 2.48 1.226
Cl 4.2935 -1.0553 -1.0348 0.46 -0.14 -0.17 0.071
Cl 5.2272 -0.9395 1.7650 -0.10 -0.02 -0.34 0.065
H -1.1182 1.6770 -0.8617 0.19 -0.30 -0.31 0.225
H -0.2820 0.6521 -2.1049 -1.18 -0.37 0.77 0.224
H -1.6735 -0.0016 -0.9278 0.23 0.29 -1.02 0.229
H -0.5856 1.6350 1.4094 -0.31 0.31 -0.13 0.229
H 0.4653 0.4033 2.2421 -1.57 0.39 -2.35 0.239
H -1.1671 -0.1252 1.5938 0.94 1.47 -0.36 0.224
H 0.3404 -0.9695 -0.1170 -0.16 2.19 0.18 0.223
```
Forces are in eV/Å.

DFT total energy in Ha: -1688.29425
Largest force on an atom in eV Å⁻¹: 3.8
Gap between HOMO and LUMO in hartree: 0.364
ΔE to the lowest compared entry with this formula, charge and spin in eV: 0.000
Highest occupied orbital energy in eV: -9.39
LUMO level in hartree: 0.019

11.
C5H7Cl2NO2 | the ωB97M-V functional and the def2-TZVPD basis

XYZ file:
```
17
Properties=species:S:1:pos:R:3:forces:R:3:nbo_charge:R:1
C 1.4533 0.1616 0.9688 1.70 1.52 -1.51 -0.641
C 0.3130 -0.1623 0.0878 -1.74 3.10 -1.89 0.068
C 0.7297 0.0480 -1.4125 1.71 0.29 2.37 -0.610
C -0.9681 0.9030 0.2935 1.21 -3.86 -0.66 -0.217
C -2.2305 0.6331 -0.0022 0.02 -0.15 -0.57 -0.077
Cl -3.5276 1.7757 0.1326 0.37 0.00 0.18 0.047
Cl -2.7613 -0.8544 -0.7249 0.24 0.19 0.22 0.041
N -0.0625 -1.4968 0.5187 0.05 -1.92 -0.76 0.520
O -0.5653 -1.5880 1.6130 -0.22 -0.30 0.08 -0.363
O 0.2744 -2.4310 -0.2038 -0.45 0.54 0.59 -0.374
H 2.3202 -0.4156 0.8349 0.66 -2.29 -0.35 0.240
H 1.2813 0.1878 1.9729 -0.87 0.24 2.67 0.234
H 2.0245 1.0202 0.6531 -0.82 1.40 -0.05 0.230
H 1.4836 -0.5927 -1.8746 0.75 0.21 1.00 0.239
H -0.0040 -0.1337 -2.0705 -3.49 -0.46 -1.97 0.222
H 0.9385 1.1264 -1.4635 0.38 -0.45 -0.20 0.217
H -0.6992 1.8186 0.6769 0.52 1.94 0.83 0.226
```
Forces are in eV/Å.

DFT total energy in Ha: -1320.18501
Largest force on an atom in eV Å⁻¹: 4.1
Gap between HOMO and LUMO in hartree: 0.374
SMILES: CC(C)(C=C(Cl)Cl)[N+](=O)[O-]
ΔE to the lowest compared entry with this formula, charge and spin in eV: 3.124
Highest occupied orbital energy in eV: -9.99
LUMO level in hartree: 0.007

12.
C5H7Cl2NO6S | the ωB97M-V functional and the def2-TZVPD basis

XYZ file:
```
22
Properties=species:S:1:pos:R:3:forces:R:3:nbo_charge:R:1
C 1.0615 0.6375 0.0781 -1.54 0.66 -0.49 0.535
C -0.4557 0.6758 0.6680 1.62 2.54 -0.67 -0.028
C -1.4567 0.9635 -0.4475 0.98 -1.53 -0.90 0.033
C -1.3314 -0.1060 -1.5778 -2.04 -0.79 0.00 0.113
C 1.8913 -0.5010 0.5373 2.63 2.06 -1.39 0.299
N 1.3613 -1.5624 0.8903 -2.94 0.71 1.18 0.091
O 1.4848 1.4745 -0.7258 -0.31 -1.38 2.06 -0.548
O 1.6354 -2.6360 1.2881 1.35 -2.63 0.61 -0.217
O -0.4516 1.7779 1.6023 -0.60 0.32 -0.66 -0.715
O -1.1786 2.1488 -1.0944 -3.74 1.34 0.75 -0.699
O -0.2203 0.0726 -2.3509 0.15 2.86 0.85 -0.704
O 3.2582 -0.4675 0.3501 -0.61 -0.17 0.14 -0.666
S -1.2531 -2.0984 2.8455 -0.33 1.29 0.08 -0.104
Cl -1.1950 -1.7013 -0.7513 -0.56 -0.77 -0.37 -0.105
Cl -0.1651 -3.5951 2.4522 0.85 -1.15 -0.46 0.104
H -0.7588 -0.1896 1.1985 0.29 -0.67 0.36 0.235
H -2.4163 0.9411 0.0715 -0.33 0.19 -0.63 0.208
H -2.2120 -0.1752 -2.2844 0.48 0.20 1.27 0.196
H -0.8898 2.5735 1.1995 0.71 -1.11 0.23 0.488
H -0.2711 2.1607 -1.1805 3.51 0.41 -0.72 0.491
H 0.0380 -0.7438 -2.6764 0.81 -2.45 -1.18 0.487
H 3.5252 0.3504 -0.0926 -0.36 0.07 -0.06 0.507
```
Forces are in eV/Å.

DFT total energy in Ha: -2019.26458
Largest force on an atom in eV Å⁻¹: 4.0
Gap between HOMO and LUMO (spin up / spin down) in hartree: 0.217 / 0.217
ΔE to the lowest compared entry with this formula, charge and spin in eV: 3.291
Highest occupied orbital energy (spin up / spin down) in eV: -8.84 / -8.84
LUMO level (spin up / spin down) in hartree: -0.108 / -0.108